No. 1
DFT (ωB97M-V/def2-TZVPD) results for C5H6O in the gas phase.

Last column: natural (NBO) charge in e.
Positions of all 12 atoms, in Å:
O: -1.46 1.35 1.19  -0.65
C: -0.70 0.95 0.32  0.45
C: -1.11 -0.07 -0.76  -0.51
C: -0.14 -0.81 0.10  -0.03
C: 1.26 -0.47 -0.20  -0.44
C: 0.72 0.81 0.40  -0.20
H: -2.17 -0.29 -0.67  0.25
H: -0.77 0.10 -1.78  0.22
H: -0.49 -1.43 0.91  0.25
H: 1.65 -0.60 -1.21  0.21
H: 1.95 -0.88 0.54  0.23
H: 1.28 1.35 1.16  0.22

Energy above the lowest of the compared OMol25 structures with the same formula, charge and spin, kcal/mol: 63.8
Energy, Ha: -269.2446
Kohn-Sham gap, Ha: 0.343


No. 2
DFT (ωB97M-V/def2-TZVPD) results for 2 unconnected molecules or ions with the total composition C5H10O.

Last column: natural (NBO) charge in e.
Positions of all 16 atoms, in Å:
C: -1.57 -0.50 0.44  -0.61
C: -0.91 0.50 -0.49  -0.20
C: 0.09 1.49 0.05  -0.40
C: 0.53 0.39 -0.89  -0.36
C: 1.43 -0.77 -0.60  0.46
O: 1.10 -1.93 -0.73  -0.54
H: -1.72 -1.46 -0.04  0.23
H: -0.98 -0.67 1.35  0.21
H: -2.55 -0.11 0.77  0.21
H: -1.56 0.86 -1.28  0.21
H: 0.08 2.50 -0.34  0.22
H: 0.33 1.43 1.11  0.22
H: 0.78 0.74 -1.89  0.24
H: 2.47 -0.50 -0.33  0.12
H: 1.28 -0.66 1.67  -0.03
H: 1.18 -1.34 1.38  0.04

Energy above the lowest of the compared OMol25 structures with the same formula, charge and spin, kcal/mol: 60.1
Energy, Ha: -271.6568
Kohn-Sham gap, Ha: 0.397
SMILES: C[C@H]1C[C@H]1C=O.[H][H]


No. 3
DFT (ωB97M-V/def2-TZVPD) results for 2 unconnected molecules or ions with the total composition C4H7IOS in a non-equilibrium geometry.

Last column: natural (NBO) charge in e.
Positions of all 14 atoms, in Å:
C: 0.47 0.30 1.41  -0.07
C: -0.22 -1.17 1.47  -0.59
C: 0.11 0.00 -0.76  0.41
C: 0.32 0.58 -2.10  -0.71
O: 0.68 0.77 0.15  -0.44
S: -0.02 -1.67 -0.21  0.41
I: -3.06 0.89 -0.09  -0.73
H: -0.07 0.95 2.00  0.23
H: 1.50 0.27 1.78  0.20
H: 0.22 -2.02 2.01  0.25
H: -1.25 -0.97 1.71  0.27
H: -0.01 1.55 -2.11  0.27
H: -0.13 0.05 -2.95  0.26
H: 1.46 0.47 -2.31  0.25

Energy above the lowest of the compared OMol25 structures with the same formula, charge and spin, kcal/mol: 28.4
Energy, Ha: -927.6632
Kohn-Sham gap, Ha: 0.226


No. 4
DFT (ωB97M-V/def2-TZVPD) results for 10 unconnected molecules or ions with the total composition C25H45BN3O32 in a non-equilibrium geometry.

Last column: Löwdin charge in e.
Positions of all 106 atoms, in Å:
O: 1.82 -1.15 0.09  0.11
C: 0.65 -1.23 0.44  -0.40
O: 0.22 -1.31 1.65  0.24
B: -1.24 -1.40 1.76  -0.86
O: -1.64 -1.31 0.40  0.25
C: -0.61 -1.28 -0.45  -0.32
O: -0.59 -1.25 -1.68  0.11
O: -1.88 -0.34 2.58  0.25
C: -2.64 -0.83 3.48  -0.40
O: -3.36 -0.12 4.22  0.08
C: -2.59 -2.33 3.37  -0.39
O: -1.79 -2.66 2.38  0.22
O: -3.07 -3.10 4.19  0.12
C: 6.69 -5.69 -1.81  0.04
N: 7.89 -6.22 -1.11  -0.45
O: 8.56 -5.41 -0.50  0.06
O: 8.04 -7.44 -1.12  0.05
H: 6.59 -6.12 -2.81  0.10
H: 6.84 -4.61 -1.84  0.09
H: 5.79 -5.91 -1.23  0.10
C: 5.72 -1.61 4.72  0.02
N: 6.51 -1.71 5.93  -0.45
O: 6.03 -1.48 7.03  0.06
O: 7.67 -2.08 5.79  0.05
H: 6.06 -0.69 4.24  0.11
H: 4.64 -1.60 4.88  0.11
H: 5.93 -2.40 4.00  0.10
C: 2.85 -4.74 -6.10  0.04
N: 2.53 -6.19 -6.24  -0.45
O: 2.25 -6.80 -5.21  0.05
O: 2.69 -6.70 -7.32  0.06
H: 2.97 -4.33 -5.10  0.10
H: 1.97 -4.33 -6.60  0.10
H: 3.80 -4.57 -6.62  0.10
C: 5.87 4.67 1.44  -0.07
O: 5.58 5.92 1.97  -0.06
C: 4.62 6.78 1.44  -0.53
O: 4.06 6.69 0.32  0.09
O: 4.15 7.62 2.30  0.03
C: 4.69 7.68 3.64  -0.03
H: 5.32 3.96 2.06  0.10
H: 6.93 4.45 1.56  0.09
H: 5.54 4.50 0.42  0.10
H: 4.65 6.65 4.01  0.09
H: 4.06 8.20 4.35  0.10
H: 5.74 7.95 3.66  0.10
C: -6.30 -4.26 -6.18  -0.01
O: -7.55 -3.98 -6.91  0.00
C: -8.49 -4.91 -6.93  -0.55
O: -8.53 -6.00 -6.27  0.05
O: -9.36 -4.48 -7.85  -0.01
C: -10.38 -5.39 -8.28  -0.05
H: -6.41 -4.63 -5.16  0.09
H: -5.73 -3.33 -6.13  0.09
H: -5.71 -5.03 -6.66  0.09
H: -11.12 -5.04 -9.00  0.09
H: -10.91 -5.67 -7.37  0.10
H: -10.03 -6.23 -8.88  0.09
C: 7.28 4.33 -6.62  -0.03
O: 6.08 3.71 -7.07  -0.04
C: 4.87 4.22 -6.72  -0.52
O: 4.59 5.22 -6.06  0.12
O: 3.86 3.42 -7.16  -0.02
C: 3.91 2.20 -7.88  -0.05
H: 7.08 5.40 -6.67  0.10
H: 8.18 3.98 -7.12  0.09
H: 7.47 4.01 -5.60  0.09
H: 3.06 2.20 -8.57  0.09
H: 3.88 1.25 -7.34  0.09
H: 4.76 2.29 -8.55  0.09
C: 0.92 -5.22 9.73  -0.02
O: 1.77 -6.34 9.97  0.00
C: 2.69 -6.75 9.15  -0.60
O: 2.99 -6.24 8.08  0.10
O: 3.19 -7.86 9.72  0.00
C: 4.20 -8.61 9.16  -0.07
H: 0.11 -5.23 10.47  0.10
H: 0.62 -5.26 8.68  0.10
H: 1.47 -4.28 9.82  0.10
H: 4.99 -8.71 9.91  0.09
H: 4.65 -8.21 8.25  0.10
H: 3.82 -9.63 9.08  0.09
C: -4.52 3.59 -1.47  -0.05
O: -3.46 4.47 -1.84  -0.01
C: -2.86 4.47 -3.06  -0.43
O: -1.72 4.98 -3.35  0.06
O: -3.65 3.75 -3.97  -0.07
C: -3.24 3.50 -5.28  -0.07
H: -4.11 2.58 -1.52  0.10
H: -5.36 3.66 -2.15  0.09
H: -4.88 3.69 -0.44  0.10
H: -3.12 2.42 -5.30  0.10
H: -2.39 4.07 -5.66  0.09
H: -4.00 3.84 -5.98  0.09
C: -9.04 4.96 5.10  -0.05
O: -9.66 6.20 5.50  -0.03
C: -8.96 7.41 5.41  -0.46
O: -7.84 7.60 4.88  0.09
O: -9.68 8.29 6.19  -0.03
C: -9.41 9.68 6.08  -0.06
H: -8.59 4.82 4.11  0.09
H: -9.69 4.09 5.21  0.09
H: -8.27 4.75 5.84  0.09
H: -9.81 10.07 5.15  0.09
H: -8.36 9.95 5.94  0.09
H: -9.84 10.11 6.99  0.10

Charge: -1
Energy, Ha: -3576.2847
Kohn-Sham gap, Ha: 0.318


No. 5
DFT (ωB97M-V/def2-TZVPD) results for a molecular structure, C39H47AsBIrN8 in a non-equilibrium geometry.

Last column: Mulliken spin population.
Positions of all 97 atoms, in Å:
Ir: 0.06 -0.45 -0.11  -0.01
C: 2.58 3.17 -3.24  0.00
C: 2.29 2.46 -1.96  0.01
C: 2.95 2.52 -0.75  -0.02
C: 2.31 1.60 0.10  0.02
N: 1.29 1.07 -0.58  0.03
N: 1.28 1.58 -1.84  0.02
B: 0.38 0.84 -2.89  -0.01
N: 0.76 -0.66 -2.90  0.00
N: 0.75 -1.35 -1.73  0.00
C: 1.12 -2.61 -1.96  0.00
C: 1.34 -2.76 -3.33  0.00
C: 1.12 -1.51 -3.89  0.00
C: 1.25 -1.08 -5.31  0.00
C: 1.33 -3.52 -0.84  0.00
C: 0.94 -4.86 -0.89  0.00
C: 1.19 -5.68 0.20  0.00
C: 1.85 -5.19 1.32  0.00
C: 2.28 -3.86 1.36  0.00
C: 2.03 -3.04 0.27  0.00
N: -1.06 0.96 -2.33  -0.01
N: -1.31 0.59 -1.06  0.02
C: -2.61 0.67 -0.81  -0.02
C: -3.25 1.05 -1.99  0.00
C: -2.24 1.24 -2.93  0.00
C: -2.35 1.65 -4.35  0.00
C: -3.08 0.52 0.55  0.00
C: -4.42 0.33 0.86  0.00
C: -4.83 0.25 2.19  0.00
C: -3.91 0.38 3.22  0.00
C: -2.57 0.60 2.92  0.01
C: -2.17 0.68 1.60  -0.08
C: 2.66 1.24 1.49  -0.01
C: 3.54 2.05 2.20  0.00
C: 3.92 1.73 3.49  0.00
C: 3.44 0.58 4.10  0.00
C: 2.58 -0.25 3.41  0.00
C: 2.20 0.08 2.12  -0.02
H: 3.35 3.92 -3.09  0.00
H: 1.69 3.66 -3.64  0.00
H: 2.94 2.47 -4.00  0.00
H: 3.83 3.11 -0.53  0.00
H: 0.48 1.31 -3.98  0.00
H: 1.69 -3.64 -3.84  0.00
H: 1.50 -1.93 -5.93  0.00
H: 2.03 -0.33 -5.42  0.00
H: 0.31 -0.65 -5.67  0.00
H: 0.41 -5.25 -1.75  0.00
H: 0.88 -6.72 0.17  0.00
H: 2.06 -5.84 2.16  0.00
H: 2.85 -3.49 2.20  0.00
H: 2.47 -2.04 0.24  0.00
H: -4.30 1.25 -2.14  0.00
H: -3.33 2.06 -4.55  0.00
H: -2.20 0.79 -5.01  0.00
H: -1.60 2.40 -4.61  0.00
H: -5.16 0.22 0.08  0.00
H: -5.87 0.09 2.41  0.00
H: -4.23 0.32 4.25  0.00
H: -1.85 0.75 3.72  0.00
H: -1.12 0.95 1.40  0.11
H: 3.93 2.96 1.75  0.00
H: 4.61 2.38 4.02  0.00
H: 3.76 0.33 5.11  0.00
H: 2.23 -1.17 3.86  0.00
H: 1.57 -0.65 1.60  0.00
C: -1.18 6.19 -1.51  0.03
C: -1.13 4.67 -1.36  0.07
As: -0.67 4.16 0.46  0.67
C: 0.94 5.07 1.10  0.06
C: 1.23 4.80 2.57  0.00
C: -2.13 4.67 1.65  0.05
C: -3.49 4.11 1.30  0.01
H: -1.49 6.43 -2.53  0.01
H: -0.20 6.65 -1.35  0.00
H: -1.90 6.64 -0.83  0.00
H: -0.39 4.21 -2.02  -0.02
H: -2.09 4.20 -1.56  -0.01
H: 0.72 6.13 0.92  0.02
H: 1.75 4.78 0.44  0.00
H: 0.43 5.15 3.22  0.00
H: 2.13 5.33 2.86  0.00
H: 1.38 3.73 2.76  0.00
H: -2.11 5.77 1.55  0.03
H: -1.81 4.44 2.67  0.00
H: -3.77 4.32 0.26  0.00
H: -4.24 4.58 1.93  0.00
H: -3.54 3.03 1.46  0.00
N: -1.79 -3.37 2.37  0.00
C: -2.25 -3.86 1.16  0.00
C: -1.73 -3.03 0.22  0.00
N: -0.97 -2.06 0.84  0.00
C: -1.03 -2.29 2.14  0.00
H: -1.99 -3.77 3.27  0.00
H: -2.87 -4.73 1.09  0.00
H: -1.83 -3.07 -0.85  0.00
H: -0.56 -1.72 2.92  0.00

Energy above the lowest of the compared OMol25 structures with the same formula, charge and spin, kcal/mol: 0.0
Charge: +3
Energy, Ha: -4316.5344
<S²>: 0.75
Kohn-Sham gap (spin up / spin down), Ha: 0.251 / 0.207
Multiplicity: 2


No. 6
DFT (ωB97M-V/def2-TZVPD) results for a molecular structure, C7H18BCl4IO3P in a non-equilibrium geometry.

Last column: natural (NBO) charge in e.
Positions of all 35 atoms, in Å:
O: -1.16 4.12 2.02  -0.89
B: 0.17 4.12 2.30  1.27
O: 0.71 4.73 3.37  -0.86
O: 1.03 3.48 1.37  -0.94
P: 1.33 1.96 1.53  1.48
C: 0.24 1.08 2.63  -0.80
C: 0.30 -0.44 2.44  -0.43
C: 1.62 -1.09 2.83  -0.53
I: 2.46 -0.39 4.67  0.11
H: -1.70 3.89 2.79  0.51
H: 0.06 4.84 4.08  0.51
H: 2.67 1.86 1.93  0.01
H: 1.27 1.41 0.25  0.02
H: -0.77 1.40 2.41  0.28
H: 0.44 1.38 3.65  0.28
H: 0.11 -0.67 1.41  0.24
H: -0.48 -0.84 3.06  0.24
H: 2.37 -1.02 2.05  0.22
H: 1.45 -2.14 2.97  0.25
Cl: 0.88 -0.80 -1.14  -0.12
C: 0.96 -0.76 -2.93  -0.37
C: 0.80 0.64 -3.47  -0.39
Cl: -0.85 1.25 -3.21  -0.05
H: 0.20 -1.43 -3.31  0.25
H: 1.94 -1.16 -3.21  0.24
H: 0.98 0.63 -4.54  0.24
H: 1.50 1.33 -3.01  0.22
Cl: -2.26 -2.29 -4.63  -0.06
C: -2.88 -3.39 -3.38  -0.39
C: -1.95 -3.49 -2.21  -0.39
Cl: -0.42 -4.31 -2.62  -0.06
H: -3.05 -4.36 -3.85  0.23
H: -3.84 -2.99 -3.05  0.23
H: -2.42 -4.06 -1.41  0.23
H: -1.70 -2.50 -1.82  0.22

Energy above the lowest of the compared OMol25 structures with the same formula, charge and spin, kcal/mol: 0.0
Charge: +1
Energy, Ha: -3007.8169
Kohn-Sham gap, Ha: 0.354


No. 7
DFT (ωB97M-V/def2-TZVPD) results for 3 unconnected molecules or ions with the total composition C17H43N7O4P3 in a non-equilibrium geometry.

Last column: Löwdin charge in e.
Positions of all 74 atoms, in Å:
O: -3.76 0.22 2.70  -0.26
P: -4.60 0.51 1.34  0.87
O: -4.82 -0.95 0.66  -0.27
C: -3.23 1.10 0.25  -0.31
C: -2.38 2.10 0.66  -0.03
C: -1.35 2.50 -0.18  0.02
C: -1.20 1.88 -1.41  0.01
C: -2.07 0.90 -1.79  0.00
N: -3.06 0.53 -0.96  0.11
H: -2.84 -0.01 2.53  0.06
H: -5.68 -1.31 0.90  0.07
H: -2.54 2.53 1.64  0.13
H: -0.68 3.28 0.15  0.13
H: -0.38 2.16 -2.07  0.11
H: -2.01 0.37 -2.73  0.15
H: -3.70 -0.22 -1.23  0.16
O: -3.19 -6.18 3.99  -0.28
P: -2.52 -5.10 4.76  0.68
N: -1.95 -4.09 3.49  -0.34
C: -0.60 -3.90 3.00  -0.13
C: -2.97 -3.41 2.72  -0.14
N: -1.34 -6.00 5.58  -0.30
C: 0.05 -5.62 5.76  -0.13
C: -1.43 -7.46 5.45  -0.13
N: -2.50 -3.85 5.98  -0.30
C: -3.84 -3.63 6.57  -0.13
C: -1.82 -2.58 5.81  -0.13
H: -0.32 -2.83 3.02  0.08
H: -0.49 -4.25 1.97  0.08
H: 0.14 -4.42 3.60  0.05
H: -3.38 -2.55 3.27  0.05
H: -3.79 -4.09 2.48  0.08
H: -2.58 -3.04 1.77  0.07
H: 0.64 -5.79 4.85  0.07
H: 0.50 -6.23 6.55  0.08
H: 0.17 -4.59 6.09  0.07
H: -1.05 -7.81 4.49  0.09
H: -2.45 -7.80 5.56  0.07
H: -0.85 -7.93 6.25  0.08
H: -4.53 -3.14 5.87  0.08
H: -3.77 -3.01 7.47  0.08
H: -4.28 -4.58 6.87  0.08
H: -2.31 -1.92 5.08  0.07
H: -0.78 -2.71 5.52  0.06
H: -1.82 -2.07 6.78  0.09
O: 1.62 2.85 -3.77  -0.32
P: 2.63 3.81 -4.32  0.68
N: 2.73 3.31 -5.96  -0.34
C: 3.77 2.57 -6.63  -0.12
C: 1.55 3.56 -6.76  -0.12
N: 3.97 3.38 -3.35  -0.30
C: 5.34 3.21 -3.81  -0.13
C: 3.71 2.45 -2.26  -0.14
N: 3.26 5.42 -4.59  -0.30
C: 2.32 6.47 -4.17  -0.13
C: 3.92 5.81 -5.82  -0.12
H: 4.13 3.12 -7.52  0.09
H: 3.41 1.59 -6.98  0.09
H: 4.64 2.39 -6.01  0.04
H: 1.47 4.62 -7.06  0.07
H: 0.64 3.30 -6.22  0.07
H: 1.57 2.97 -7.68  0.08
H: 5.48 2.25 -4.32  0.07
H: 6.01 3.22 -2.96  0.08
H: 5.67 4.02 -4.46  0.07
H: 3.63 1.41 -2.61  0.09
H: 2.80 2.71 -1.73  0.06
H: 4.53 2.50 -1.54  0.08
H: 1.45 6.53 -4.84  0.08
H: 2.81 7.44 -4.15  0.08
H: 1.95 6.26 -3.16  0.08
H: 3.25 5.89 -6.68  0.08
H: 4.74 5.14 -6.08  0.07
H: 4.37 6.79 -5.66  0.09

Charge: +1
Energy, Ha: -2381.6081
Kohn-Sham gap, Ha: 0.203


No. 8
DFT (ωB97M-V/def2-TZVPD) results for a molecular structure, C29H40Br3IN2O3PS in a non-equilibrium geometry.

Last column: Löwdin charge in e.
Positions of all 80 atoms, in Å:
C: -1.45 7.30 0.30  -0.15
C: -1.31 5.96 -0.64  -0.23
C: 0.20 5.43 -0.98  -0.04
C: 0.42 4.04 -1.89  -0.01
C: -0.81 3.14 -2.48  -0.16
C: -0.69 1.76 -3.36  -0.28
P: 0.33 0.36 -2.56  0.52
C: 2.08 1.12 -2.97  -0.31
C: 3.25 -0.06 -3.11  -0.16
C: 3.87 -0.25 -1.60  -0.26
O: 3.04 -0.48 -0.55  -0.05
N: 5.37 -0.11 -1.32  0.00
C: 5.73 -0.99 -0.12  -0.17
C: 5.52 -2.63 -0.35  -0.01
C: 5.89 -3.66 0.88  -0.08
C: 6.42 -3.02 2.30  -0.10
C: 6.60 -1.39 2.55  -0.08
C: 6.27 -0.36 1.29  -0.03
O: 0.30 0.98 -0.90  -0.33
C: -0.64 0.20 -0.03  -0.22
C: -1.86 1.29 0.17  -0.14
C: -2.77 1.08 1.52  -0.28
C: -2.73 2.47 2.43  -0.63
I: -4.63 2.81 3.51  0.57
C: -1.12 -1.19 -0.82  -0.41
C: -2.48 -1.95 -0.32  -0.10
C: -2.37 -2.70 1.13  -0.22
C: -3.83 -3.30 1.69  -0.38
C: -4.39 -4.30 0.52  -0.13
C: -4.87 -2.13 2.17  -0.11
N: -0.02 -2.16 -0.32  -0.05
C: -0.03 -3.17 -1.29  -0.56
S: 0.23 -4.39 -2.49  0.55
O: -1.02 -0.75 -2.25  -0.33
C: -2.35 3.70 -2.17  -0.04
C: -2.57 5.09 -1.26  -0.05
H: -0.66 8.13 0.00  0.08
H: -2.55 7.70 0.40  0.07
H: -1.14 6.96 1.40  0.08
H: 1.17 5.98 -0.58  0.08
H: 1.53 3.74 -2.09  0.07
H: -1.76 1.38 -3.71  0.10
H: -0.13 2.05 -4.37  0.09
H: 0.30 -0.21 -3.91  0.01
H: 1.13 -0.82 -2.28  0.00
H: 2.08 1.75 -3.96  0.08
H: 2.38 1.73 -2.01  0.07
H: 2.85 -1.05 -3.60  0.11
H: 4.11 0.35 -3.81  0.10
H: 5.51 0.88 -0.95  0.12
H: 5.10 -3.00 -1.40  0.10
H: 5.77 -4.83 0.74  0.08
H: 6.70 -3.74 3.20  0.07
H: 6.97 -1.01 3.60  0.07
H: 6.42 0.81 1.43  0.09
H: -0.06 -0.09 0.95  0.15
H: -2.54 1.21 -0.80  0.12
H: -1.43 2.40 0.15  0.11
H: -3.90 0.99 1.14  0.08
H: -2.49 0.12 2.14  0.10
H: -1.86 2.35 3.21  0.06
H: -2.58 3.42 1.74  0.05
H: -2.82 -2.71 -1.16  0.13
H: -3.33 -1.13 -0.26  0.12
H: -1.65 -3.65 1.13  0.06
H: -1.93 -1.98 1.97  0.10
H: -3.56 -3.96 2.64  0.11
H: -4.93 -3.72 -0.34  0.08
H: -5.01 -5.17 1.00  0.08
H: -3.43 -4.82 0.04  0.09
H: -4.84 -2.12 3.36  0.09
H: -5.97 -2.54 1.90  0.08
H: -4.69 -1.07 1.70  0.05
H: -3.24 3.09 -2.62  0.08
H: -3.67 5.46 -1.06  0.07
C: 0.99 -4.22 3.66  -1.58
Br: -0.79 -4.82 4.20  0.54
Br: 0.94 -3.23 1.99  0.69
Br: 1.87 -3.22 5.08  0.53
H: 1.59 -5.12 3.49  -0.03

Charge: -1
Energy, Ha: -10222.6250
Kohn-Sham gap, Ha: 0.239


Question: Among the records above, which one has the highest energy?
Answer: C5H6O